1) Density functional theory data (ωB97M-V/def2-TZVPD) for a cluster of 2 separate species, C2H8NO in total.

Calculated values
* LUMO: -5.26 eV
* Kohn-Sham gap: 10.87 eV
* net charge: +1
* E_HOMO: -16.12 eV

Geometry (Å):
C  -1.336  0.447  -1.524
C  0.587  -0.553  -0.728
N  -0.326  0.309  -0.508
H  -2.097  1.271  -1.411
H  -1.986  -0.378  -1.658
H  -1.074  0.512  -2.575
H  0.696  -1.236  -1.488
H  1.204  -0.929  0.098
H  -0.376  0.878  0.427
H  1.722  0.384  2.728
H  0.815  -0.588  3.023
O  0.984  -0.180  2.241

=====

2) Density functional theory data (ωB97M-V/def2-TZVPD) for a cluster of 2 separate species, C2H8NO in total.

Calculated values
* LUMO: -5.08 eV
* Kohn-Sham gap: 10.42 eV
* net charge: +1
* E_HOMO: -15.50 eV

Geometry (Å):
O  -2.470  -1.737  1.185
H  -3.446  -1.668  1.175
H  -2.428  -2.630  0.848
H  1.778  1.806  0.588
C  1.661  1.495  -0.449
C  0.601  0.527  -0.764
N  0.231  -0.391  0.048
H  2.609  1.124  -0.843
H  1.438  2.444  -0.944
H  -0.038  0.633  -1.637
H  0.487  -0.488  1.028
H  -0.423  -1.115  -0.234

=====

3) Density functional theory data (ωB97M-V/def2-TZVPD) for a cluster of 2 separate species, C2H8NO in total.

Calculated values
* LUMO: -4.62 eV
* Kohn-Sham gap: 12.19 eV
* net charge: +1
* E_HOMO: -16.81 eV

Geometry (Å):
C  0.184  1.496  -0.734
C  0.308  0.465  1.418
N  0.207  0.310  0.190
H  -0.431  1.381  -1.629
H  1.243  1.537  -1.232
H  -0.026  2.391  -0.104
H  0.684  1.491  1.705
H  0.223  -0.443  1.965
H  -0.235  -0.637  -0.160
H  -0.578  -2.889  -1.164
H  -0.969  -2.854  0.230
O  -0.610  -2.248  -0.483

=====

Result of the stability comparison: 1) is the least stable of them.

=====

1) Density functional theory data (ωB97M-V/def2-TZVPD) for the molecule C3H7N5.

Calculated values
* LUMO: 0.64 eV
* Kohn-Sham gap: 8.86 eV
* E_HOMO: -8.23 eV
* SMILES: [H]/N=c1/[nH]nc(CN)[nH]1

Geometry (Å):
C  -0.858  0.292  -1.523
C  0.034  -0.369  -0.514
C  1.148  -0.190  1.364
H  -2.123  0.949  -0.034
H  -2.470  -0.430  -0.979
H  -0.793  -0.205  -2.604
H  -0.421  1.239  -1.753
H  1.577  -2.314  1.085
H  1.849  1.023  2.600
H  0.728  1.654  -0.150
N  -2.237  0.593  -1.108
N  0.311  -1.505  -0.147
N  0.952  -1.445  0.968
N  1.638  0.056  2.492
N  0.665  0.654  0.301

=====

2) Density functional theory data (ωB97M-V/def2-TZVPD) for the molecule C3H7N5.

Calculated values
* LUMO: 0.68 eV
* Kohn-Sham gap: 8.73 eV
* E_HOMO: -8.05 eV
* SMILES: [H]/N=c1/cc(N)[nH]n1N

Geometry (Å):
C  -0.933  -0.892  -0.128
C  -0.042  -0.716  -1.112
C  0.835  0.340  -0.704
H  -2.826  -1.778  0.665
H  -1.757  -2.647  -0.695
H  0.358  -1.239  -2.040
H  2.306  1.404  -0.761
H  1.768  0.629  1.348
H  1.081  2.010  1.717
H  -0.685  -0.194  1.668
N  -1.878  -1.784  -0.053
N  1.897  0.691  -1.278
N  0.067  1.179  0.338
N  0.936  1.076  1.569
N  -0.935  0.184  0.818

=====

Result of the stability comparison: 2) is the least stable of them.

=====

1) Density functional theory data (ωB97M-V/def2-TZVPD) for the molecule C3H7N5.

Calculated values
* LUMO: 0.84 eV
* Kohn-Sham gap: 7.89 eV
* E_HOMO: -7.05 eV
* SMILES: [H]/N=c1\[nH]c(N)cn1N

Geometry (Å):
C  -1.318  0.051  -0.010
C  -0.443  -1.021  0.010
C  0.822  0.865  -0.065
H  -2.899  -0.733  -0.730
H  -2.977  -0.123  0.850
H  -0.599  -2.103  0.152
H  2.586  -1.012  0.745
H  2.418  -1.319  -0.854
H  1.795  2.491  0.209
H  -0.909  2.014  -0.340
N  -2.652  0.042  -0.071
N  0.827  -0.533  -0.002
N  1.968  -1.353  0.037
N  1.925  1.511  -0.077
N  -0.545  1.222  0.146

=====

2) Density functional theory data (ωB97M-V/def2-TZVPD) for the molecule C3H7N5.

Calculated values
* LUMO: 0.71 eV
* Kohn-Sham gap: 9.27 eV
* E_HOMO: -8.56 eV
* SMILES: NCC1=NN=CNN1

Geometry (Å):
C  1.788  -0.784  0.135
C  0.202  -0.502  0.086
C  -2.495  -0.150  -0.117
H  1.860  1.240  0.081
H  2.320  0.368  -1.344
H  2.160  -1.064  1.327
H  2.103  -1.747  -0.299
H  -3.550  -0.186  -0.417
H  -1.874  2.028  -0.617
H  -0.242  1.232  1.336
N  2.279  0.395  -0.372
N  -0.592  -1.520  0.011
N  -1.981  -1.259  -0.113
N  -1.690  1.066  -0.028
N  -0.288  0.882  0.331

=====

3) Density functional theory data (ωB97M-V/def2-TZVPD) for the molecule C3H7N5.

Calculated values
* LUMO: 0.63 eV
* Kohn-Sham gap: 9.67 eV
* E_HOMO: -9.03 eV
* SMILES: NCC1=NN=CNN1

Geometry (Å):
C  -0.395  1.083  1.282
C  -0.140  0.226  0.103
C  0.524  -1.383  -1.886
H  -0.157  -0.265  2.801
H  -1.652  -0.050  2.235
H  -1.183  1.795  0.999
H  0.560  1.579  1.411
H  0.772  -2.148  -2.677
H  2.110  -0.301  -1.309
H  -0.197  1.163  -1.676
N  -0.844  0.441  2.501
N  -0.608  -0.984  0.032
N  -0.425  -1.711  -1.069
N  1.188  -0.221  -1.738
N  0.447  0.776  -1.010

=====

Result of the stability comparison: 2) is the least stable of them.

=====

1) Density functional theory data (ωB97M-V/def2-TZVPD) for the molecule C4H3F3.

Calculated values
* LUMO: 0.69 eV
* Kohn-Sham gap: 10.38 eV
* E_HOMO: -9.70 eV
* SMILES: C=CC(F)=C(F)F

Geometry (Å):
C  -0.718  1.670  0.187
C  0.240  0.887  -0.218
C  0.129  -0.560  -0.431
C  0.075  -1.638  0.357
F  0.947  -0.996  -1.520
F  0.880  -2.798  0.191
F  -0.694  -1.903  1.362
H  -0.357  2.738  0.106
H  -1.826  1.493  0.053
H  1.324  1.108  -0.087

=====

2) Density functional theory data (ωB97M-V/def2-TZVPD) for the molecule C4H3F3.

Calculated values
* LUMO: 0.41 eV
* Kohn-Sham gap: 9.72 eV
* E_HOMO: -9.30 eV
* SMILES: C=C(F)/C(F)=C\F

Geometry (Å):
C  -1.709  -0.529  0.059
C  -0.351  -0.445  0.058
C  0.439  0.746  -0.131
C  1.773  0.396  -0.136
H  -2.129  -1.447  0.343
H  2.603  1.142  -0.123
H  1.726  -0.699  -0.366
F  -2.667  0.472  -0.139
F  0.454  -1.516  0.161
F  -0.141  1.882  0.275

=====

3) Density functional theory data (ωB97M-V/def2-TZVPD) for the molecule C4H3F3.

Calculated values
* LUMO: 0.58 eV
* Kohn-Sham gap: 11.22 eV
* E_HOMO: -10.63 eV
* SMILES: CC1=C(F)C1(F)F

Geometry (Å):
C  -0.104  -0.065  0.000
C  -0.830  0.731  0.761
C  0.244  1.338  0.048
C  0.237  -1.410  -0.467
F  -1.834  0.895  1.564
F  1.416  1.701  0.544
F  0.058  2.301  -0.932
H  0.967  -1.628  -1.325
H  -0.770  -1.853  -0.607
H  0.617  -2.011  0.414

=====

Result of the stability comparison: 2) is the least stable of them.

=====

1) Density functional theory data (ωB97M-V/def2-TZVPD) for the ion C4H9OS2 with charge -1.

Calculated values
* LUMO: 3.65 eV
* Kohn-Sham gap: 6.87 eV
* net charge: -1
* E_HOMO: -3.22 eV

Geometry (Å):
C  -0.025  1.478  -0.699
C  1.607  -0.483  -0.044
C  -0.839  -1.074  -0.611
C  0.106  0.063  -0.143
O  -0.209  -0.949  2.391
S  -2.319  1.033  1.796
S  -0.299  0.405  1.781
H  -1.016  1.875  -0.444
H  0.653  2.156  -0.240
H  0.101  1.400  -1.786
H  1.997  -0.700  -1.003
H  1.537  -1.534  0.508
H  2.142  0.295  0.511
H  -0.512  -1.836  0.047
H  -1.979  -0.736  -0.414
H  -0.946  -1.392  -1.652

=====

2) Density functional theory data (ωB97M-V/def2-TZVPD) for the ion C4H9OS2 with charge -1.

Calculated values
* LUMO: 2.88 eV
* Kohn-Sham gap: 5.22 eV
* net charge: -1
* E_HOMO: -2.34 eV
* SMILES: CSSCCC[O-]

Geometry (Å):
C  0.273  0.265  1.863
C  1.091  -1.021  2.255
O  1.015  -1.326  3.557
C  -0.461  0.162  0.523
S  0.426  -0.742  -0.769
S  0.635  0.629  -2.269
C  -0.855  0.580  -3.284
H  -0.503  0.371  2.631
H  0.973  1.103  1.839
H  2.138  -0.814  1.915
H  0.714  -1.841  1.563
H  -1.435  -0.292  0.692
H  -0.664  1.165  0.141
H  -0.988  -0.415  -3.691
H  -0.605  1.211  -4.134
H  -1.754  0.966  -2.832

=====

Result of the stability comparison: 2) is the least stable of them.

=====

1) Density functional theory data (ωB97M-V/def2-TZVPD) for a cluster of 2 separate species, C4H12NO3 in total.

Calculated values
* LUMO: 3.63 eV
* Kohn-Sham gap: 7.03 eV
* net charge: -1
* E_HOMO: -3.41 eV

Geometry (Å):
C  -0.785  1.553  -0.342
N  0.377  0.691  -0.579
C  0.209  -0.695  -0.033
C  0.073  -0.720  1.515
O  -0.127  -2.017  2.030
C  -0.975  -1.485  -0.695
O  -0.802  -2.783  -0.307
H  -1.552  1.139  0.300
H  -0.364  2.502  0.026
H  -1.395  1.809  -1.222
H  0.472  0.459  -1.566
H  1.073  -1.379  -0.140
H  0.938  -0.361  2.097
H  -0.834  -0.156  1.829
H  -0.596  -2.679  0.805
H  -1.942  -1.021  -0.350
H  -0.932  -1.476  -1.806
H  2.181  2.006  0.213
H  2.357  2.107  -1.299
O  2.623  2.507  -0.476

=====

2) Density functional theory data (ωB97M-V/def2-TZVPD) for a cluster of 2 separate species, C4H12NO3 in total.

Calculated values
* LUMO: 3.89 eV
* Kohn-Sham gap: 7.53 eV
* net charge: -1
* E_HOMO: -3.64 eV

Geometry (Å):
C  1.747  -0.226  -0.654
C  0.613  -0.978  0.041
C  0.798  -1.386  1.490
O  -0.262  -2.159  1.972
N  -0.699  -0.264  0.015
C  -0.653  1.251  0.417
O  -0.399  2.032  -0.621
H  2.102  0.552  0.025
H  1.360  0.276  -1.521
H  2.540  -0.933  -0.898
H  0.366  -1.892  -0.513
H  1.744  -1.924  1.643
H  0.946  -0.483  2.096
H  -1.048  -1.816  1.508
H  -0.972  -0.205  -0.962
H  -1.656  1.354  0.874
H  0.085  1.229  1.246
H  -1.418  1.868  -1.756
H  -2.980  2.096  -2.050
O  -2.216  1.609  -2.352

=====

3) Density functional theory data (ωB97M-V/def2-TZVPD) for a cluster of 2 separate species, C4H12NO3 in total.

Calculated values
* LUMO: 3.65 eV
* Kohn-Sham gap: 6.93 eV
* net charge: -1
* E_HOMO: -3.28 eV

Geometry (Å):
C  1.541  0.228  0.113
O  1.737  -0.788  0.883
C  0.229  -0.115  -0.842
C  -1.055  0.760  -0.393
C  -2.215  1.051  -1.296
O  -3.280  1.548  -0.441
N  -0.127  -1.521  -0.711
H  1.469  1.132  0.735
H  2.456  0.324  -0.507
H  0.504  0.151  -1.807
H  -1.554  0.268  0.479
H  -0.599  1.717  -0.036
H  -2.300  1.916  -2.079
H  -2.791  0.086  -1.804
H  -3.386  0.912  0.175
H  -0.054  -1.819  0.266
H  0.574  -2.180  -1.169
H  2.624  -0.881  2.044
H  3.112  -1.842  3.438
O  3.116  -0.946  2.953

=====

Result of the stability comparison: 3) is the least stable of them.

=====

1) Density functional theory data (ωB97M-V/def2-TZVPD) for a cluster of 2 separate species, C2H4ClNO in total.

Calculated values
* LUMO (alpha / beta): 0.03 / -0.25 eV
* Kohn-Sham gap (alpha / beta): 7.81 / 8.14 eV
* E_HOMO (alpha / beta): -7.78 / -8.38 eV

Geometry (Å):
C  0.130  -0.184  0.270
C  -0.395  -0.260  -1.140
N  1.412  -0.763  -2.346
O  1.140  -1.705  -2.999
Cl  -1.325  -1.596  -1.513
H  -0.560  -0.778  1.064
H  1.264  -0.449  0.396
H  0.184  0.875  0.638
H  -0.374  0.707  -1.608

=====

2) Density functional theory data (ωB97M-V/def2-TZVPD) for a cluster of 2 separate species, C2H4ClNO in total.

Calculated values
* LUMO: 0.49 eV
* Kohn-Sham gap: 8.97 eV
* E_HOMO: -8.49 eV

Geometry (Å):
C  0.586  -0.685  -0.010
C  1.638  0.281  0.008
N  -0.347  -1.356  -0.011
O  -2.679  1.278  -0.062
Cl  -3.058  -0.244  0.023
H  2.514  -0.069  -0.536
H  1.911  0.500  1.040
H  1.260  1.194  -0.458
H  -1.825  -0.899  0.008

=====

Result of the stability comparison: 1) is the least stable of them.

=====

1) Density functional theory data (ωB97M-V/def2-TZVPD) for a cluster of 2 separate species, C2H4ClNO in total.

Calculated values
* LUMO: 0.51 eV
* Kohn-Sham gap: 8.96 eV
* E_HOMO: -8.45 eV

Geometry (Å):
C  -1.567  0.720  -0.004
C  1.996  -0.711  -0.595
N  -2.677  1.286  0.012
O  2.380  -1.646  0.129
Cl  -0.473  0.690  1.247
H  1.953  -1.060  -1.724
H  -1.148  0.235  -0.969
H  -2.861  1.741  0.852
H  2.397  -1.253  1.053

=====

2) Density functional theory data (ωB97M-V/def2-TZVPD) for the molecule C2H4ClNO.

Calculated values
* LUMO: 0.70 eV
* Kohn-Sham gap: 11.16 eV
* E_HOMO: -10.46 eV
* SMILES: [H]/N=C(\Cl)CO

Geometry (Å):
C  -0.313  0.229  0.544
C  0.635  -0.470  -0.409
N  -0.513  -0.296  1.613
O  0.389  -0.176  -1.773
Cl  -1.136  1.594  -0.153
H  0.525  -1.631  -0.334
H  1.586  -0.066  -0.119
H  -1.101  0.192  2.252
H  -0.071  0.624  -1.621

=====

3) Density functional theory data (ωB97M-V/def2-TZVPD) for the molecule C2H4ClNO.

Calculated values
* LUMO: 0.22 eV
* Kohn-Sham gap: 10.42 eV
* E_HOMO: -10.19 eV
* SMILES: [H]/N=C(/C)OCl

Geometry (Å):
C  0.628  -0.492  -0.229
C  -0.438  0.439  -0.016
N  1.258  -1.172  0.559
O  1.096  -0.333  -1.784
Cl  2.384  -1.301  -2.323
H  -1.333  0.198  -0.748
H  -0.119  1.316  -0.494
H  -0.683  0.689  1.048
H  2.053  -1.790  0.298

=====

Result of the stability comparison: 1) is the least stable of them.